7
Properties=species:S:1:pos:R:3 method="wB97M-V/def2-TZVPD" e_above_lowest_kcal_mol=114.8 homo_lumo_gap_ev=8.7 energy_ha=-295.30981 homo_energy_ev=-17.7 multiplicity=1 lumo_energy_ev=-8.974 charge=+1
C 1.406 -0.668 0.080
C 0.267 0.081 0.150
N 2.494 -1.042 -0.084
N -1.000 -0.174 0.050
H -1.403 -1.037 -0.143
N -0.338 1.678 0.049
N -1.426 1.162 -0.102

8
Properties=species:S:1:pos:R:3 method="wB97M-V/def2-TZVPD" e_above_lowest_kcal_mol=10.6 homo_lumo_gap_ev=11.7 energy_ha=-350.51143 homo_energy_ev=-11.4 multiplicity=1 lumo_energy_ev=0.249
N 0.593 0.022 -0.750
C -0.159 0.598 0.166
C -1.153 1.516 -0.422
H 1.667 -1.796 -0.504
N 0.943 -1.092 -0.087
N -0.316 -0.163 1.380
N 0.452 -1.243 1.070
N -2.027 2.159 -0.853

9
Properties=species:S:1:pos:R:3 method="wB97M-V/def2-TZVPD" e_above_lowest_kcal_mol=70.0 homo_lumo_gap_ev=8.8 energy_ha=-425.66639 homo_energy_ev=-10.2 multiplicity=1 lumo_energy_ev=-1.416
H 1.181 -1.756 0.953
N -0.367 -1.310 -0.478
N 1.469 0.143 0.017
C -0.631 1.118 0.283
N -0.897 -0.481 -1.293
C 0.748 -1.063 0.171
N -1.060 0.720 -0.999
O -1.235 1.414 1.233
N 0.790 1.215 0.113

17
Properties=species:S:1:pos:R:3 method="wB97M-V/def2-TZVPD" e_above_lowest_kcal_mol=0.0 homo_lumo_gap_ev="6.7 / 5.6" energy_ha=-2123.90070 homo_energy_ev="-1.6 / -1.9" multiplicity=2 lumo_energy_ev="5.099 / 3.770" charge=-2
H -3.146 -3.145 0.009
N -2.881 1.002 -0.023
S 3.118 3.118 2.027
N -4.093 0.576 -0.040
N -2.052 -0.070 0.004
N 0.576 -4.093 -0.040
C -2.855 -1.127 -0.001
N 1.002 -2.881 -0.023
C -1.127 -2.855 -0.001
N -2.437 -2.437 0.018
N -4.129 -0.777 -0.027
S 2.318 -0.040 -0.118
N -0.070 -2.052 0.004
Pt -0.008 -0.008 -0.031
S -0.040 2.318 -0.118
N -0.777 -4.129 -0.027
Sb 2.330 2.330 0.028

7
Properties=species:S:1:pos:R:3 method="wB97M-V/def2-TZVPD" e_above_lowest_kcal_mol=87.0 homo_lumo_gap_ev=4.6 energy_ha=-680.09870 homo_energy_ev=1.2 multiplicity=1 lumo_energy_ev=5.799 charge=-2
H 0.426 0.292 -0.402
O -3.264 -1.327 0.113
N -1.063 -1.603 -0.155
C -2.126 -0.739 -0.053
S 1.954 -1.437 -0.088
C 0.518 -0.680 -0.085
O -2.040 0.531 -0.042

7
Properties=species:S:1:pos:R:3 method="wB97M-V/def2-TZVPD" e_above_lowest_kcal_mol=137.0 homo_lumo_gap_ev="8.0 / 8.0" energy_ha=-680.04178 homo_energy_ev="-9.6 / -9.6" multiplicity=1 lumo_energy_ev="-1.564 / -1.561"
O 1.131 2.032 -2.115
N -1.410 0.677 0.312
O -0.602 3.707 -1.953
C -0.144 0.458 0.159
S -0.180 2.378 -1.783
H 0.665 -0.410 0.115
C -0.517 1.750 0.005

7
Properties=species:S:1:pos:R:3 method="wB97M-V/def2-TZVPD" e_above_lowest_kcal_mol=72.7 homo_lumo_gap_ev=11.0 energy_ha=-357.17680 homo_energy_ev=-10.6 multiplicity=1 lumo_energy_ev=0.402
H -0.380 -0.140 -0.165
C -2.533 -0.414 0.291
N 0.515 0.371 -0.059
O 2.721 -0.088 0.730
C 1.835 0.055 0.013
O -3.590 0.006 0.457
O 1.431 0.210 -1.268

8
Properties=species:S:1:pos:R:3 method="wB97M-V/def2-TZVPD" e_above_lowest_kcal_mol=116.6 homo_lumo_gap_ev="7.7 / 7.6" energy_ha=-432.32723 homo_energy_ev="-9.7 / -9.6" multiplicity=1 lumo_energy_ev="-1.979 / -2.029"
O 1.626 -0.961 0.575
H -1.404 -0.830 0.412
N 0.319 0.528 -1.175
C 0.536 -0.515 0.677
C -0.736 -0.190 1.086
O -1.014 0.775 1.781
O -0.738 0.627 -1.731
O 1.410 0.566 -1.627

no.,largest force on an atom (eV/A)
1,3.03
2,4.38
3,4.48
4,0.50
5,7.60
6,4.17
7,3.48
8,7.32